(1)
{
  "formula": "C4H6N2O2",
  "method": "ωB97M-V with the def2-TZVPD basis set",
  "elements": ["C", "C", "C", "C", "H", "H", "H", "H", "H", "H", "N", "N", "O", "O"],
  "coordinates": [[0.77577, 2.35155, -0.19096], [-0.36096, 0.28797, 0.29367], [0.72463, -0.48576, 0.00122], [-1.08280, -1.99296, -0.09133], [0.93344, 3.58391, 0.02526], [0.85925, 1.99823, -1.35122], [1.82788, 1.93633, 0.33749], [1.78169, -0.50201, -0.24519], [0.89817, -2.97935, 0.94164], [-2.59705, -0.59229, 0.29083], [0.13477, -1.82562, -0.50498], [-1.60140, -0.61118, 0.23234], [-0.46422, 1.71376, 0.30910], [-1.82918, -2.88259, -0.04786]],
  "forces_ev_per_a": [[2.933, -0.051, -0.614], [-1.937, 0.432, -1.410], [-2.542, -2.734, -1.715], [-3.591, 5.638, 1.710], [-1.474, -3.645, -0.762], [-0.115, 1.390, 2.745], [-3.074, 0.699, -1.122], [-0.439, 1.042, 0.374], [-1.271, 1.619, -2.646], [-0.334, 1.205, 0.350], [7.654, 0.033, 3.122], [4.744, -0.204, -0.376], [1.417, -1.840, 0.404], [-1.971, -3.584, -0.060]],
  "homo_ev": -8.62,
  "spin_multiplicity": 1,
  "fmax_ev_per_a": 8.3,
  "relative_energy_kcal_mol": 194.7,
  "homo_lumo_gap_ev": 6.3587,
  "lumo_energy_ev": -2.26
}


(2)
{
  "formula": "C4H6N2O2",
  "method": "ωB97M-V with the def2-TZVPD basis set",
  "elements": ["C", "C", "C", "C", "N", "N", "O", "O", "H", "H", "H", "H", "H", "H"],
  "coordinates": [[0.74044, 1.20776, -0.42527], [2.01443, -0.50196, -1.80502], [-1.16125, -0.56141, 1.71944], [-1.27276, 0.67491, 0.79040], [1.05138, -1.46798, -2.14017], [1.41612, -0.70768, -3.05306], [1.13441, 2.28500, -0.14679], [-0.14252, 0.36560, -0.17813], [3.06660, -0.53014, -1.75552], [-2.19411, -0.85511, 2.10451], [-0.91903, -1.36856, 0.93973], [-0.38995, -0.51570, 2.44026], [-1.18849, 1.69766, 1.22753], [-2.15528, 0.27760, 0.28210]],
  "forces_ev_per_a": [[4.444, -0.812, -2.443], [-1.450, 3.923, 1.962], [-1.525, -0.931, -1.809], [0.411, -2.236, 0.724], [-0.030, -0.997, -0.841], [-1.147, -0.483, -0.326], [-0.930, -0.191, 0.300], [-2.371, 0.018, 0.819], [1.131, -0.570, 0.588], [1.510, 0.605, -0.016], [-0.208, 0.805, 1.449], [0.585, -0.030, 0.951], [-0.294, -0.915, -0.701], [-0.127, 1.815, -0.656]],
  "homo_ev": -7.75,
  "spin_multiplicity": 1,
  "fmax_ev_per_a": 5.1,
  "relative_energy_kcal_mol": 170.7,
  "homo_lumo_gap_ev": 8.2039,
  "lumo_energy_ev": 0.46
}


(3)
{
  "formula": "C4H6N2O2",
  "method": "ωB97M-V with the def2-TZVPD basis set",
  "elements": ["C", "C", "C", "N", "O", "C", "N", "O", "H", "H", "H", "H", "H", "H"],
  "coordinates": [[3.19806, -0.58754, -0.57857], [2.27290, -0.53902, 0.34213], [0.88523, -0.21227, 0.76642], [-0.14424, 0.52762, -0.00621], [0.20736, 1.86784, -0.05206], [-1.62966, 0.70032, 0.01336], [-2.45823, -0.32603, -0.27303], [-1.71905, -1.49846, -0.06987], [3.96112, -1.21555, -1.37289], [0.52806, -1.31351, 0.72249], [0.81142, 0.32311, 1.78595], [0.86472, 2.01272, -0.85423], [-1.96243, 1.91317, -0.39083], [-2.25131, -2.25511, -0.22043]],
  "forces_ev_per_a": [[-2.138, -2.392, 2.253], [3.729, 1.593, -6.368], [-2.094, -1.768, 2.620], [-1.275, 0.966, -1.680], [3.524, 2.141, -2.043], [-0.968, -1.421, -3.280], [2.246, 2.807, 1.671], [1.390, 1.073, 0.250], [-2.543, 2.384, 2.926], [-0.203, 1.811, 0.989], [0.665, -1.519, -1.070], [-1.967, -0.716, 2.273], [1.010, -4.311, 1.833], [-1.374, -0.649, -0.374]],
  "homo_ev": -8.55,
  "spin_multiplicity": 1,
  "fmax_ev_per_a": 7.5,
  "relative_energy_kcal_mol": 231.5,
  "homo_lumo_gap_ev": 9.1350,
  "lumo_energy_ev": 0.59,
  "smiles": "C#CCN(O)/C=N\\O"
}


(4)
{
  "formula": "C4H6N2O2",
  "method": "ωB97M-V with the def2-TZVPD basis set",
  "elements": ["H", "N", "C", "N", "C", "O", "C", "C", "O", "H", "H", "H", "H", "H"],
  "coordinates": [[-2.59726, 0.30304, 2.24741], [-1.64580, 0.46939, 1.68189], [-1.07548, 0.16052, 0.59035], [-1.58581, -0.65899, -0.38546], [0.41748, 0.45940, 0.67636], [0.73068, 1.44736, -0.25493], [1.63779, 0.78425, -1.29168], [1.88102, -0.45938, -0.69092], [1.05453, -0.79346, 0.32097], [-1.15290, -1.31194, -1.02228], [-2.69065, -0.96356, -0.38964], [0.59556, 0.68445, 1.65043], [1.91572, 1.15629, -2.40776], [2.51514, -1.27736, -0.72476]],
  "forces_ev_per_a": [[2.528, -0.006, -3.130], [-1.883, 0.988, 2.659], [-1.563, -1.955, 2.250], [-4.551, -1.340, -1.281], [-2.426, -1.648, -3.927], [2.016, -0.388, -2.705], [0.266, -2.379, 1.401], [-1.346, 2.971, -1.819], [0.279, 1.839, 0.938], [1.015, 0.687, 0.363], [3.906, 1.594, 0.655], [0.938, 1.093, 2.689], [-0.854, -0.451, 3.544], [1.674, -1.004, -1.638]],
  "homo_ev": -8.22,
  "spin_multiplicity": 1,
  "fmax_ev_per_a": 4.9,
  "relative_energy_kcal_mol": 117.0,
  "homo_lumo_gap_ev": 9.0956,
  "lumo_energy_ev": 0.87,
  "smiles": "[H]/N=C(\\N)C1OC=CO1"
}


(5)
{
  "formula": "C4H6N2O2",
  "method": "ωB97M-V with the def2-TZVPD basis set",
  "elements": ["H", "N", "C", "O", "C", "C", "C", "N", "O", "H", "H", "H", "H", "H"],
  "coordinates": [[2.14938, -0.80446, -0.14712], [1.44251, -1.51918, -0.15052], [0.46636, -0.76528, -0.11446], [-0.85750, -1.19799, -0.15368], [-1.91097, -0.45664, 0.27781], [-1.63872, 0.92945, -0.25555], [-0.39650, 1.34982, -0.09396], [0.68266, 0.54691, 0.51504], [2.01170, 0.93987, 0.10043], [-3.12569, -0.69711, 0.07705], [-1.87296, -0.30925, 1.31970], [-2.52755, 1.34320, -0.80371], [-0.11657, 2.42573, -0.60776], [2.26259, 0.56863, -0.84682]],
  "forces_ev_per_a": [[1.437, -1.092, 0.830], [0.241, -1.563, -2.216], [-2.855, -0.105, 3.622], [2.549, -2.818, -1.191], [-3.191, 3.129, -0.261], [-1.622, -0.721, -0.120], [1.403, 4.523, -2.212], [-1.678, 0.323, -3.263], [-0.088, 0.343, -1.243], [3.787, -0.551, -0.174], [-0.048, -0.465, 1.763], [1.650, 0.552, 0.634], [-0.242, -2.910, 1.702], [-1.346, 1.355, 2.129]],
  "homo_ev": -9.75,
  "spin_multiplicity": 1,
  "fmax_ev_per_a": 5.2,
  "relative_energy_kcal_mol": 141.3,
  "homo_lumo_gap_ev": 10.3805,
  "lumo_energy_ev": 0.63,
  "smiles": "[H]/N=C1/OCC=CN1O"
}


(6)
{
  "formula": "C4H6N2O2",
  "method": "ωB97M-V with the def2-TZVPD basis set",
  "elements": ["N", "N", "C", "O", "C", "C", "C", "O", "H", "H", "H", "H", "H", "H"],
  "coordinates": [[2.60822, -0.16082, 0.13337], [1.29611, 0.62363, 0.05048], [0.29790, 0.03875, -0.06114], [0.18258, -1.36294, -0.09639], [-1.17005, -1.53784, -0.10242], [-1.84006, -0.36974, 0.01055], [-0.95933, 0.69998, 0.25895], [-0.95265, 1.92189, -0.26931], [2.55853, -1.05658, -0.48743], [3.15860, 0.48777, -0.32880], [-1.44590, -2.59579, 0.13980], [-2.93008, -0.23233, 0.19205], [-0.52482, 0.68721, 1.44572], [0.04322, 2.01154, 0.04167]],
  "forces_ev_per_a": [[-3.556, -1.491, -0.543], [10.076, 2.495, 0.044], [-3.821, -6.098, -0.212], [0.409, 1.014, -0.447], [-1.315, -0.291, 1.289], [-4.135, -2.226, 0.236], [2.331, -1.597, 3.172], [2.034, 2.070, 0.708], [-0.197, 2.138, 1.292], [1.859, 1.188, -1.025], [-0.133, 1.248, -0.890], [0.925, -0.642, -0.426], [-2.574, 0.379, -1.617], [-1.902, 1.813, -1.582]],
  "homo_ev": -8.87,
  "spin_multiplicity": 1,
  "fmax_ev_per_a": 10.4,
  "relative_energy_kcal_mol": 126.2,
  "homo_lumo_gap_ev": 9.5329,
  "lumo_energy_ev": 0.67,
  "smiles": "N/N=C1\\OC=C[C@@H]1O"
}